--- a ---
Molecular formula: C56H98N14
Method: DFT, ωB97M-V/def2-TZVPD

Last column: Löwdin charge in e.
Positions of all 168 atoms, in Å:
C  -3.92641  4.01914  7.80526  -0.123
C  -2.86077  4.17515  6.70948  -0.228
C  -3.02156  2.98634  5.70580  -0.194
C  -4.38691  2.79738  5.13901  -0.233
N  -5.48314  2.66793  4.82366  0.137
H  -3.59976  4.64450  8.63611  0.066
H  -4.00291  3.00947  8.20878  0.075
H  -4.94093  4.29676  7.51931  0.074
H  -1.84902  4.16120  7.11476  0.105
H  -3.08031  5.09902  6.17436  0.106
H  -2.70347  2.02249  6.10316  0.112
H  -2.36103  3.09310  4.84532  0.104
C  -0.18484  -1.45350  0.97035  -0.108
C  0.05605  -0.93715  -0.45757  -0.245
C  0.27913  0.57938  -0.56838  -0.188
C  -0.91591  1.41275  -0.33281  -0.253
N  -1.80875  2.07104  -0.18400  0.141
H  0.69534  -1.28576  1.59102  0.068
H  -0.38336  -2.52095  1.06646  0.067
H  -0.97206  -0.95727  1.53793  0.071
H  -0.79673  -1.18995  -1.08762  0.108
H  0.97127  -1.37984  -0.85064  0.105
H  0.61291  0.84346  -1.57187  0.117
H  1.00424  0.93307  0.16457  0.117
C  0.53725  -8.44832  0.80646  -0.111
C  0.87850  -8.02909  -0.63192  -0.243
C  0.04873  -8.77317  -1.70550  -0.193
C  -0.00314  -10.24344  -1.65901  -0.237
N  -0.01800  -11.38130  -1.65370  0.141
H  1.18282  -7.93873  1.52175  0.069
H  0.58899  -9.52042  0.99629  0.069
H  -0.50758  -8.23679  1.03386  0.071
H  1.92720  -8.25212  -0.82839  0.104
H  0.77449  -6.95252  -0.76700  0.105
H  0.48742  -8.58519  -2.68546  0.111
H  -0.92871  -8.31826  -1.86610  0.114
C  -4.68664  9.58327  2.55435  -0.107
C  -4.52349  8.44514  1.54765  -0.275
C  -4.41084  8.89201  0.09211  -0.192
C  -5.61283  9.63248  -0.33880  -0.214
N  -6.56971  10.24869  -0.67108  0.132
H  -3.67611  9.95825  2.71660  0.072
H  -5.12887  9.34387  3.52142  0.073
H  -5.32141  10.36908  2.14489  0.065
H  -5.35951  7.74847  1.60944  0.106
H  -3.66389  7.86811  1.88853  0.105
H  -4.09225  8.05221  -0.52540  0.119
H  -3.61463  9.63562  0.05754  0.117
C  -5.05563  -9.44947  7.06034  -0.095
C  -4.13558  -8.32376  6.46547  -0.267
C  -4.08970  -7.12659  7.37715  -0.197
C  -3.60460  -5.85460  6.73839  -0.233
N  -3.26902  -4.89099  6.28459  0.133
H  -4.81464  -9.62395  8.10894  0.070
H  -4.93350  -10.35592  6.46744  0.070
H  -6.05396  -9.02159  6.96884  0.071
H  -4.56728  -8.05677  5.50087  0.107
H  -3.15313  -8.75085  6.26424  0.106
H  -3.38314  -7.26903  8.19482  0.117
H  -5.07268  -6.93847  7.80896  0.117
C  6.14229  -3.67323  1.98911  -0.099
C  6.39833  -2.12866  1.91930  -0.243
C  7.85062  -1.68825  1.70305  -0.198
C  8.37937  -2.06364  0.40010  -0.241
N  8.84678  -2.38804  -0.59963  0.136
H  5.09356  -3.86728  2.21408  0.061
H  6.73107  -4.14197  2.77760  0.069
H  6.30174  -4.17105  1.03263  0.066
H  6.07913  -1.67679  2.85845  0.103
H  5.73748  -1.76041  1.13458  0.106
H  8.57121  -2.05727  2.43289  0.122
H  7.86089  -0.60728  1.84271  0.118
C  4.99127  -4.48556  -4.78742  -0.120
C  4.21280  -4.95171  -6.00031  -0.268
C  4.24569  -3.95346  -7.16772  -0.182
C  3.49737  -2.70719  -6.88890  -0.233
N  2.93344  -1.72646  -6.71375  0.135
H  4.56016  -3.63507  -4.25931  0.076
H  5.99238  -4.21773  -5.12526  0.075
H  5.12020  -5.29558  -4.06955  0.072
H  3.23664  -5.26487  -5.62996  0.111
H  4.70935  -5.85871  -6.34511  0.105
H  3.90013  -4.41680  -8.09185  0.115
H  5.25930  -3.60947  -7.37354  0.115
C  -4.69666  -0.31039  -5.36243  -0.097
C  -3.50292  0.08618  -6.30429  -0.230
C  -3.09951  -0.99534  -7.36070  -0.188
C  -2.64848  -2.24944  -6.74332  -0.239
N  -2.32599  -3.22686  -6.22174  0.133
H  -5.64569  -0.47312  -5.87327  0.067
H  -4.86208  0.48515  -4.63591  0.067
H  -4.48155  -1.25209  -4.85742  0.060
H  -2.61858  0.29884  -5.70361  0.102
H  -3.75734  1.01663  -6.81188  0.099
H  -2.28881  -0.60907  -7.97849  0.111
H  -3.91429  -1.18226  -8.06018  0.114
C  -8.77064  4.43165  -1.86691  -0.100
C  -9.59352  5.23155  -2.91557  -0.231
C  -9.10402  4.94583  -4.38204  -0.187
C  -7.74139  5.45527  -4.71134  -0.229
N  -6.66716  5.84146  -5.01501  0.117
H  -9.20841  4.60039  -0.88304  0.068
H  -7.73737  4.77802  -1.88894  0.068
H  -8.73788  3.35666  -2.04414  0.071
H  -9.60053  6.30901  -2.75088  0.106
H  -10.63972  4.92685  -2.88850  0.097
H  -9.71148  5.43925  -5.14073  0.109
H  -9.02963  3.88202  -4.60764  0.111
C  -5.83127  -3.25627  0.09034  -0.103
C  -5.59121  -4.78236  0.14563  -0.257
C  -5.57385  -5.47183  -1.21449  -0.208
C  -6.86909  -5.38389  -1.89316  -0.217
N  -7.93540  -5.31510  -2.36467  0.138
H  -4.97513  -2.76910  -0.37635  0.063
H  -5.85738  -2.74023  1.05009  0.070
H  -6.66825  -2.88916  -0.50363  0.072
H  -6.37727  -5.14289  0.80912  0.106
H  -4.65278  -5.10027  0.59994  0.104
H  -5.20324  -6.48169  -1.03860  0.113
H  -4.75191  -5.05841  -1.79893  0.118
C  3.22540  7.07681  3.18706  -0.100
C  4.21600  7.66159  2.14776  -0.245
C  5.11419  6.57156  1.53455  -0.199
C  5.95541  5.77122  2.47371  -0.222
N  6.54641  5.13422  3.26356  0.123
H  3.77798  6.48437  3.91628  0.066
H  2.45150  6.43542  2.76539  0.073
H  2.74821  7.94304  3.64533  0.069
H  4.79271  8.49319  2.55267  0.108
H  3.64389  7.98845  1.27946  0.102
H  5.87506  6.91682  0.83457  0.111
H  4.44231  5.87383  1.03472  0.115
C  3.28692  -5.24044  7.55323  -0.110
C  4.25989  -6.40880  7.64372  -0.259
C  5.60678  -6.16004  8.36686  -0.191
C  6.44587  -5.18486  7.69344  -0.241
N  7.11686  -4.38491  7.19941  0.138
H  3.37388  -4.47519  8.32454  0.076
H  2.26823  -5.62636  7.59084  0.069
H  3.39199  -4.72942  6.59619  0.071
H  4.44365  -6.79860  6.64254  0.109
H  3.77028  -7.18299  8.23450  0.101
H  6.14664  -7.10694  8.36882  0.117
H  5.36555  -5.80202  9.36773  0.121
C  10.16456  3.36509  -4.59158  -0.106
C  9.39942  2.91646  -5.85684  -0.255
C  8.25723  1.90221  -5.74284  -0.182
C  7.32713  2.12806  -4.58226  -0.221
N  6.60347  2.37502  -3.72428  0.130
H  10.83775  4.19553  -4.80439  0.070
H  10.83354  2.61979  -4.16137  0.068
H  9.49911  3.57006  -3.75298  0.065
H  10.13578  2.63034  -6.60784  0.106
H  8.89511  3.81525  -6.21174  0.101
H  8.73991  0.93213  -5.62424  0.111
H  7.62388  1.85362  -6.62862  0.112
C  2.62155  7.70240  -4.48543  -0.101
C  1.41167  6.76209  -4.25176  -0.269
C  0.16864  7.18592  -4.91287  -0.208
C  -0.15480  8.60881  -4.70691  -0.242
N  -0.42988  9.70014  -4.53170  0.145
H  3.55241  7.30331  -4.08255  0.070
H  2.50390  8.76872  -4.29243  0.069
H  2.80734  7.71437  -5.55941  0.069
H  1.32809  6.64820  -3.17094  0.108
H  1.67146  5.74478  -4.54448  0.111
H  -0.72484  6.64491  -4.60126  0.123
H  0.16521  7.09071  -5.99870  0.124

**Spin multiplicity**: 1
**LUMO level**: -0.174 eV
**Frontier orbital gap**: 10.99 eV

=====

--- b ---
Molecular formula: C56H98N14
Method: DFT, ωB97M-V/def2-TZVPD

Last column: Löwdin charge in e.
Positions of all 168 atoms, in Å:
C  -1.76065  3.82479  -4.26895  -0.096
C  -1.65948  3.07323  -2.93928  -0.236
C  -0.74597  3.62631  -1.80361  -0.180
C  0.67965  3.62391  -2.14769  -0.211
N  1.80848  3.53337  -2.45478  0.136
H  -1.80256  4.89657  -4.07499  0.077
H  -2.49088  3.45703  -4.98980  0.074
H  -0.85637  3.70166  -4.86495  0.063
H  -1.40748  2.02187  -3.07801  0.092
H  -2.65590  3.09823  -2.49814  0.098
H  -0.78661  2.90650  -0.98609  0.065
H  -0.96435  4.64101  -1.47076  0.085
C  4.17607  -6.99640  -4.63361  -0.099
C  4.38596  -5.46608  -4.47070  -0.230
C  2.95093  -4.82019  -4.45395  -0.170
C  2.14170  -4.86047  -3.20165  -0.229
N  1.55330  -4.88551  -2.24295  0.159
H  3.67942  -7.43229  -3.76675  0.073
H  5.19461  -7.38190  -4.67897  0.068
H  3.78982  -7.16452  -5.63893  0.074
H  5.05897  -5.03506  -5.21189  0.106
H  4.91485  -5.22774  -3.54789  0.085
H  2.47402  -5.38131  -5.25756  0.106
H  2.94858  -3.76156  -4.71359  0.077
C  -6.07497  3.58534  1.77081  -0.103
C  -6.07474  3.01209  3.18232  -0.248
C  -6.52193  1.53279  3.33987  -0.211
C  -7.89038  1.23393  3.04134  -0.238
N  -9.01612  0.97722  2.82519  0.130
H  -5.31047  4.35538  1.66740  0.043
H  -6.95601  4.21244  1.63431  0.072
H  -5.95583  2.77249  1.05444  0.068
H  -6.70196  3.51755  3.91663  0.100
H  -5.09267  3.05513  3.65324  0.103
H  -6.34617  1.18838  4.35897  0.118
H  -5.89775  0.87814  2.73165  0.105
C  -4.85103  -1.00670  -1.42739  -0.093
C  -6.08801  -0.35813  -2.18134  -0.220
C  -6.40336  -1.07353  -3.47882  -0.211
C  -5.34415  -1.27000  -4.42043  -0.250
N  -4.53608  -1.52780  -5.14893  0.167
H  -3.85524  -0.60102  -1.60607  0.046
H  -4.85130  -2.09368  -1.50843  0.075
H  -4.94035  -0.80848  -0.35929  0.030
H  -5.81169  0.65421  -2.47615  0.103
H  -6.93164  -0.36955  -1.49123  0.110
H  -7.17275  -0.55049  -4.04676  0.124
H  -6.71819  -2.04473  -3.09703  0.126
C  2.04192  8.09351  1.01390  -0.117
C  0.72092  8.79212  1.18966  -0.271
C  -0.43577  7.83202  1.60096  -0.146
C  -1.13518  7.28175  0.36882  -0.213
N  -1.77955  6.91302  -0.50998  0.144
H  2.19694  7.62605  1.98631  0.075
H  2.74650  8.89570  0.79447  0.076
H  2.13067  7.34814  0.22357  0.077
H  0.44637  9.29718  0.26358  0.109
H  0.92029  9.63137  1.85601  0.108
H  -1.17018  8.51603  2.02623  0.090
H  -0.26544  6.92960  2.18809  0.119
C  -0.02176  -1.66109  -4.04574  -0.102
C  -0.69463  -0.68575  -5.01714  -0.258
C  -0.81416  -1.09069  -6.49790  -0.187
C  -1.52622  -0.09271  -7.31611  -0.232
N  -2.16450  0.68458  -7.91532  0.130
H  0.90730  -2.12487  -4.37717  0.044
H  -0.65825  -2.54559  -4.02020  0.075
H  0.10353  -1.24474  -3.04622  0.058
H  -0.24049  0.29413  -4.86989  0.092
H  -1.74811  -0.56316  -4.76559  0.087
H  -1.45646  -1.96339  -6.61597  0.120
H  0.16780  -1.21586  -6.95416  0.106
C  3.19599  3.24509  1.95797  -0.121
C  3.22341  1.84344  2.40937  -0.257
C  2.71876  1.46458  3.84054  -0.169
C  1.35106  1.82987  4.30315  -0.215
N  0.26366  2.04651  4.70980  0.126
H  3.86824  3.97282  2.41250  0.075
H  2.22045  3.72331  2.04588  0.076
H  3.66887  3.24888  0.97590  0.080
H  4.23336  1.49676  2.19047  0.116
H  2.62878  1.15747  1.80606  0.087
H  3.44294  1.84255  4.56221  0.114
H  2.78686  0.39434  4.03557  0.090
C  1.18675  -7.36387  0.40882  -0.133
C  2.29929  -8.27236  0.23228  -0.302
C  3.48895  -8.05282  1.10073  -0.201
C  3.21316  -7.71968  2.48076  -0.215
N  2.85367  -7.52375  3.60488  0.127
H  0.83210  -7.15516  1.41817  0.073
H  0.36283  -7.70887  -0.21586  0.087
H  1.50275  -6.40336  0.00178  0.055
H  2.60358  -8.16201  -0.80854  0.111
H  1.93652  -9.29876  0.28702  0.116
H  4.00485  -7.18173  0.69681  0.112
H  4.22543  -8.85623  1.08555  0.125
C  0.16596  -2.07968  7.18262  -0.080
C  1.30479  -1.77185  6.12046  -0.258
C  1.98071  -3.03335  5.60301  -0.189
C  2.89965  -2.83388  4.39229  -0.197
N  3.54625  -2.71454  3.45670  0.132
H  -0.82508  -2.43881  6.90518  0.063
H  0.08243  -1.14825  7.74259  0.070
H  0.58094  -2.79371  7.89402  0.068
H  2.15189  -1.26157  6.57890  0.106
H  0.84624  -1.09627  5.39836  0.084
H  1.18909  -3.75893  5.41601  0.102
H  2.51542  -3.63105  6.34121  0.117
C  -4.13792  9.61233  3.01731  -0.097
C  -4.14909  8.37215  2.13635  -0.272
C  -5.37975  7.46675  2.11637  -0.191
C  -5.76219  6.99869  3.41117  -0.249
N  -6.08237  6.63411  4.45748  0.156
H  -3.39630  10.32266  2.65188  0.071
H  -3.87775  9.30207  4.02932  0.076
H  -5.12790  10.06818  3.03195  0.078
H  -3.21608  7.83038  2.29152  0.084
H  -4.16807  8.69614  1.09579  0.107
H  -5.27768  6.66732  1.38248  0.114
H  -6.22206  8.10293  1.84457  0.127
C  -0.53488  -3.69570  2.61378  -0.066
C  -1.23189  -2.52646  3.44916  -0.223
C  -2.69966  -2.64483  3.81261  -0.180
C  -3.68251  -2.33807  2.72534  -0.204
N  -4.50677  -2.08639  1.99086  0.160
H  -1.09856  -3.80130  1.68684  0.072
H  -0.34183  -4.63294  3.13570  0.069
H  0.48086  -3.37485  2.38262  0.043
H  -1.16193  -1.55835  2.95321  0.081
H  -0.64535  -2.49459  4.36733  0.068
H  -2.93891  -2.05483  4.69735  0.116
H  -2.96528  -3.63290  4.18845  0.119
C  5.23852  -3.62250  -0.36172  -0.108
C  6.68524  -3.40130  0.07149  -0.231
C  7.72467  -4.55032  0.14775  -0.209
C  7.93781  -5.27674  -1.05149  -0.235
N  8.08558  -5.88126  -2.06505  0.134
H  4.59181  -2.77757  -0.12511  0.061
H  4.88082  -4.60517  -0.05429  0.059
H  4.92972  -3.73705  -1.40076  0.046
H  6.78958  -2.80978  0.98105  0.108
H  7.05100  -2.81813  -0.77362  0.102
H  7.52221  -5.17053  1.02093  0.122
H  8.68826  -4.09460  0.37559  0.119
C  3.65084  -0.69804  -5.73386  -0.092
C  4.17395  0.47324  -4.87328  -0.264
C  3.36284  0.84141  -3.66114  -0.175
C  3.08830  -0.44993  -2.88903  -0.203
N  2.93187  -1.41934  -2.28742  0.168
H  3.49943  -1.60435  -5.14752  0.038
H  4.40596  -0.81152  -6.51169  0.079
H  2.63712  -0.48587  -6.07364  0.065
H  4.25094  1.35946  -5.50319  0.113
H  5.15656  0.11610  -4.56501  0.112
H  2.31725  1.06501  -3.87296  0.094
H  3.87456  1.63371  -3.11479  0.106
C  0.62364  -0.96218  0.65577  -0.065
C  -0.19228  0.39991  0.61744  -0.257
C  -1.62977  0.19890  0.53981  -0.197
C  -2.31179  1.52529  0.61717  -0.185
N  -2.83821  2.57432  0.66199  0.166
H  0.80444  -1.32550  1.66741  0.042
H  1.62665  -0.73327  0.29568  0.052
H  0.08733  -1.69999  0.05901  0.078
H  0.12059  0.95638  -0.26605  0.097
H  0.22000  0.96220  1.45527  0.100
H  -1.99624  -0.34960  1.40754  0.095
H  -1.97069  -0.26878  -0.38386  0.113

**Spin multiplicity**: 1
**LUMO level**: 0.304 eV
**Frontier orbital gap**: 11.20 eV

=====

Which structure is the most stable? The one labeled a.